No. 1
Formula: C2H8Cl3N2Si
Source: OMol25
Level of theory: ωB97M-V/def2-TZVPD

2S+1   1
Charge   +1
E_HOMO   -13.77 eV
Gap between HOMO and LUMO   0.3229 hartree
Calculated total energy   -50624.55540 eV
ΔE to the lowest compared entry with this formula, charge and spin   0.0 kcal/mol

The geometry in XYZ format:
```
16
C2H8Cl3N2Si, DFT ωB97M-V/def2-TZVPD
C 0.70083 0.17040 -0.63496
C 0.34279 0.51834 0.73685
N 1.14027 0.63687 1.68528
N -0.21305 -0.73676 -1.32700
Si -0.33203 -3.69879 0.45059
Cl 1.44966 -4.21483 -0.15683
Cl -0.02336 -2.00446 1.41309
Cl -1.09043 -5.03249 1.75911
H 1.68006 -0.26887 -0.54982
H 0.91198 1.01973 -1.30584
H -0.69680 0.88398 0.90671
H 1.05160 1.06304 2.61597
H 1.93410 -0.00615 1.76983
H -1.11784 -0.64867 -1.00175
H -1.30792 -3.14071 -0.44774
H -0.14037 -0.64424 -2.41797
```

Partial charges, natural (NBO), in e:
1. C -0.3347
2. C 0.3424
3. N -0.6308
4. N -0.8251
5. Si 1.2147
6. Cl -0.2938
7. Cl -0.3984
8. Cl -0.3011
9. H 0.2135
10. H 0.2785
11. H 0.2344
12. H 0.4521
13. H 0.4358
14. H 0.3694
15. H -0.1647
16. H 0.4077


No. 2
Formula: C2H8ClN2
Source: OMol25
Level of theory: ωB97M-V/def2-TZVPD

2S+1   1
Charge   +1
E_HOMO   -14.71 eV
Gap between HOMO and LUMO   0.3910 hartree
Calculated total energy   -17697.87456 eV
ΔE to the lowest compared entry with this formula, charge and spin   16.5 kcal/mol

The geometry in XYZ format:
```
13
C2H8ClN2, DFT ωB97M-V/def2-TZVPD
C -0.12074 -0.05837 0.44605
C 1.60862 -1.11522 -1.97919
N 1.58782 -0.81822 -0.75337
N -0.40304 1.23539 0.65490
Cl -2.48855 -1.60749 0.78419
H -0.57218 -0.63411 -0.28183
H 0.52784 -0.54664 1.10842
H 2.28599 -1.89598 -2.33941
H 0.93164 -0.68923 -2.70219
H 2.23754 -1.26259 -0.05932
H -2.08103 -1.30410 1.91463
H 0.12870 1.87439 1.25441
H -1.21814 1.63451 0.22165
```

Partial charges, natural (NBO), in e:
1. C 0.1541
2. C 0.0448
3. N -0.6219
4. N -0.6910
5. Cl -0.2237
6. H 0.2367
7. H 0.2040
8. H 0.1913
9. H 0.1936
10. H 0.3876
11. H 0.2585
12. H 0.4381
13. H 0.4279


Please write out number 1 again, unchanged.
Formula: C2H8Cl3N2Si
Source: OMol25
Level of theory: ωB97M-V/def2-TZVPD

2S+1   1
Charge   +1
E_HOMO   -13.77 eV
Gap between HOMO and LUMO   0.3229 hartree
Calculated total energy   -50624.55540 eV
ΔE to the lowest compared entry with this formula, charge and spin   0.0 kcal/mol

The geometry in XYZ format:
```
16
C2H8Cl3N2Si, DFT ωB97M-V/def2-TZVPD
C 0.70083 0.17040 -0.63496
C 0.34279 0.51834 0.73685
N 1.14027 0.63687 1.68528
N -0.21305 -0.73676 -1.32700
Si -0.33203 -3.69879 0.45059
Cl 1.44966 -4.21483 -0.15683
Cl -0.02336 -2.00446 1.41309
Cl -1.09043 -5.03249 1.75911
H 1.68006 -0.26887 -0.54982
H 0.91198 1.01973 -1.30584
H -0.69680 0.88398 0.90671
H 1.05160 1.06304 2.61597
H 1.93410 -0.00615 1.76983
H -1.11784 -0.64867 -1.00175
H -1.30792 -3.14071 -0.44774
H -0.14037 -0.64424 -2.41797
```

Partial charges, natural (NBO), in e:
1. C -0.3347
2. C 0.3424
3. N -0.6308
4. N -0.8251
5. Si 1.2147
6. Cl -0.2938
7. Cl -0.3984
8. Cl -0.3011
9. H 0.2135
10. H 0.2785
11. H 0.2344
12. H 0.4521
13. H 0.4358
14. H 0.3694
15. H -0.1647
16. H 0.4077


- Which value of calculated total energy does entry 2 give?
  -17697.87456 eV


- Look up the ΔE to the lowest compared entry with this formula, charge and spin of the first one.
  0.0 kcal/mol


Please write out number 2 again, unchanged.
Formula: C2H8ClN2
Source: OMol25
Level of theory: ωB97M-V/def2-TZVPD

2S+1   1
Charge   +1
E_HOMO   -14.71 eV
Gap between HOMO and LUMO   0.3910 hartree
Calculated total energy   -17697.87456 eV
ΔE to the lowest compared entry with this formula, charge and spin   16.5 kcal/mol

The geometry in XYZ format:
```
13
C2H8ClN2, DFT ωB97M-V/def2-TZVPD
C -0.12074 -0.05837 0.44605
C 1.60862 -1.11522 -1.97919
N 1.58782 -0.81822 -0.75337
N -0.40304 1.23539 0.65490
Cl -2.48855 -1.60749 0.78419
H -0.57218 -0.63411 -0.28183
H 0.52784 -0.54664 1.10842
H 2.28599 -1.89598 -2.33941
H 0.93164 -0.68923 -2.70219
H 2.23754 -1.26259 -0.05932
H -2.08103 -1.30410 1.91463
H 0.12870 1.87439 1.25441
H -1.21814 1.63451 0.22165
```

Partial charges, natural (NBO), in e:
1. C 0.1541
2. C 0.0448
3. N -0.6219
4. N -0.6910
5. Cl -0.2237
6. H 0.2367
7. H 0.2040
8. H 0.1913
9. H 0.1936
10. H 0.3876
11. H 0.2585
12. H 0.4381
13. H 0.4279